[1]
C17H40AlF6O21S7 | wB97M-V/def2-TZVPD

Properties
- HOMO-LUMO gap: 9.44 eV
- Charge: +1

Last column: Mulliken charge in e.
Positions of all 92 atoms, in Å:
Al  0.8198  -0.3718  0.5503  -0.11
C  0.4138  3.8217  0.8444  0.76
F  -0.8476  3.6718  1.3349  -0.13
F  0.4882  3.4443  -0.4638  -0.37
F  0.8982  5.0307  1.0201  -0.26
S  1.5320  2.6416  1.8394  1.62
O  1.2723  1.2462  1.3071  -0.48
O  2.9332  2.9989  1.5611  -0.74
O  1.0806  2.7377  3.2226  -0.80
C  1.2563  -4.6673  -1.0295  0.40
F  2.0018  -5.7258  -0.6726  -0.18
F  1.8540  -4.1173  -2.1612  -0.25
F  -0.0065  -5.0193  -1.3352  -0.22
S  1.3505  -3.4300  0.4694  1.77
O  0.7533  -2.1188  0.0791  -0.58
O  0.7847  -4.0226  1.6573  -0.84
O  2.7692  -3.1202  0.6182  -0.79
O  0.9080  0.5840  -0.8727  0.15
S  0.8948  1.2641  -2.1750  1.18
O  -0.3800  1.4700  -2.8204  -0.63
O  1.7621  2.6596  -1.9230  -0.32
C  1.1020  3.8699  -2.4676  0.17
C  1.9532  5.1960  -1.9954  -1.28
C  2.0780  0.4860  -3.2524  -1.08
H  0.0491  3.8937  -2.1867  -0.04
H  1.0713  3.8829  -3.5571  0.47
H  3.0073  5.1597  -2.2705  0.38
H  1.9475  5.4160  -0.9279  0.24
H  1.5158  6.0792  -2.4609  0.40
H  2.3910  0.9970  -4.1628  0.39
H  1.6589  -0.5128  -3.3743  0.47
H  2.9930  0.5116  -2.6605  0.40
O  -2.4424  -0.8249  2.0597  -0.97
S  -1.4308  0.1527  2.5455  0.94
O  -0.0950  0.1511  1.9303  -0.72
O  -1.9772  1.6852  2.3017  0.27
C  -3.3556  1.9101  2.4172  -0.15
C  -3.6322  3.3615  2.4998  -1.36
C  -1.3425  0.2129  4.3950  -1.06
H  -3.8172  1.3689  3.2432  0.70
H  -3.9486  1.6045  1.5552  0.06
H  -4.7149  3.4795  2.4575  0.42
H  -3.1810  3.8140  1.6167  0.14
H  -3.1484  3.7159  3.4100  0.38
H  -0.4895  0.8594  4.6011  0.31
H  -1.3606  -0.8461  4.6524  0.47
H  -2.3022  0.5836  4.7550  0.39
O  -2.2455  -3.1588  1.3309  -0.88
S  -1.9546  -2.0265  0.5417  1.64
O  -0.7910  -1.1959  0.9001  0.81
O  -1.7738  -2.4939  -1.0100  0.26
C  -2.6432  -3.3778  -1.6804  -0.55
C  -2.1037  -4.7589  -1.7089  -1.18
C  -3.4365  -0.8712  0.3851  -1.30
H  -2.7849  -3.0179  -2.6995  0.32
H  -3.6396  -3.1387  -1.3086  0.44
H  -1.2154  -4.9736  -2.3031  0.31
H  -2.8028  -5.3672  -2.2829  0.52
H  -2.0132  -5.2211  -0.7259  0.12
H  -3.0827  0.0783  -0.0165  -0.20
H  -3.7218  -0.7421  1.4291  0.32
H  -4.2512  -1.3787  -0.1316  0.85
O  4.3487  -0.3805  2.5993  -0.75
S  3.4255  -1.2584  1.8190  1.41
O  2.1525  -0.7771  1.2993  -0.39
O  4.4035  -1.7176  0.5827  -0.11
C  5.7288  -2.1356  0.9655  -0.31
C  6.3604  -3.0826  -0.0566  -1.17
C  3.2216  -2.7939  2.7256  -1.40
H  5.7712  -2.6492  1.9259  0.31
H  6.2630  -1.1893  1.0514  0.36
H  6.8745  -2.4221  -0.7548  0.33
H  5.6176  -3.7501  -0.4934  0.25
H  7.1645  -3.6751  0.3797  0.38
H  2.1523  -2.8915  2.9132  0.49
H  3.7325  -2.7303  3.6863  0.51
H  3.3400  -3.6861  2.1107  0.52
O  -3.0424  1.1041  0.5160  -0.44
S  -1.7580  1.1849  -0.2190  0.16
O  -0.5179  0.6714  0.3755  -0.49
O  -2.0472  0.4475  -1.6726  0.63
C  -3.2823  0.6412  -2.2657  -0.26
C  -3.0539  0.8401  -3.7434  -1.36
C  -1.6714  2.9997  -0.9049  -1.23
H  -3.9866  1.4000  -1.9248  0.30
H  -3.8860  -0.2657  -2.2290  0.29
H  -2.3629  0.0759  -4.0992  0.26
H  -2.5613  1.7970  -3.9160  0.23
H  -3.9386  0.8201  -4.3798  0.49
H  -1.5786  2.8381  -1.9788  0.45
H  -0.8481  3.5418  -0.4395  0.13
H  -2.6286  3.5025  -0.7665  0.43


[2]
C4H6N2O | wB97M-V/def2-TZVPD

Properties
- HOMO-LUMO gap: 9.17 eV

Last column: Mulliken charge in e.
Positions of all 13 atoms, in Å:
C  -1.8554  -0.3555  -1.1148  -0.45
O  -1.0189  -0.8952  -0.2508  -0.25
C  0.1940  -0.2518  -0.1380  0.46
C  0.6524  0.9648  -0.5386  -0.15
N  1.9855  1.0676  -0.2181  -0.59
C  2.3026  -0.0571  0.3683  -0.24
N  1.2372  -0.9076  0.4550  -0.03
H  -2.5323  1.0449  0.5969  -0.16
H  -2.7937  0.7836  1.2431  0.17
H  -2.7557  -0.9983  -0.9920  0.22
H  0.0990  1.7430  -1.0421  0.46
H  3.2858  -0.3284  0.7285  0.37
H  1.1996  -1.8100  0.9027  0.20


[3]
C4H9NO | wB97M-V/def2-TZVPD

Properties
- HOMO-LUMO gap: 7.94 eV
- SMILES: C=C([O-])[NH+](C)C

Last column: Mulliken charge in e.
Positions of all 15 atoms, in Å:
C  1.2187  1.4015  0.8229  -1.18
C  0.0914  0.7008  1.0892  0.70
O  -0.5318  0.2322  2.0283  -0.64
N  -0.4019  0.1369  -0.3693  -0.16
C  0.9078  -0.7190  -0.6867  -0.88
C  -1.6712  -0.6576  -0.3057  -0.79
H  1.9069  1.6094  1.6205  0.26
H  1.4106  1.8060  -0.1669  0.33
H  -0.5687  0.9518  -0.9709  0.35
H  0.6907  -1.2075  -1.6225  0.35
H  1.9159  -0.2569  -0.7564  0.39
H  0.9948  -1.4127  0.1595  0.37
H  -1.5318  -1.5929  -0.8467  0.31
H  -1.8964  -0.8573  0.7484  0.28
H  -2.5350  -0.1348  -0.7436  0.30


[4]
C4H11N5 | wB97M-V/def2-TZVPD

Properties
- HOMO-LUMO gap: 8.63 eV
- SMILES: C/N=C(\C)N/C(N)=N\N

Last column: Mulliken charge in e.
Positions of all 20 atoms, in Å:
C  -1.1269  2.3746  -0.6663  -0.87
N  0.0027  1.4592  -0.6051  -0.50
C  -0.2424  0.1747  -0.5914  0.73
C  -1.6050  -0.4443  -0.7842  -1.67
N  0.8791  -0.6492  -0.6821  -0.33
C  1.5635  -0.8082  0.5038  0.69
N  2.7373  -0.1227  0.5549  -0.62
N  1.1038  -1.4006  1.5764  -0.45
N  0.1924  -2.3922  1.4085  -0.43
H  -0.7591  3.3996  -0.5579  0.30
H  -1.8476  2.1818  0.1361  0.29
H  -1.6337  2.3281  -1.6357  0.30
H  -2.2257  -0.2399  0.0917  0.38
H  -2.0869  -0.0350  -1.6761  0.42
H  -1.5269  -1.5277  -0.9087  0.46
H  1.5354  -0.1729  -1.2934  0.38
H  3.1224  -0.1674  1.4941  0.27
H  2.6483  0.8496  0.2738  0.26
H  -0.6815  -2.0179  1.0448  0.10
H  -0.0491  -2.7897  2.3166  0.28


[5]
C16H15BF4FeN4O5S2 | wB97M-V/def2-TZVPD

Properties
- HOMO-LUMO gap (alpha / beta): 7.19 / 7.22 eV
- ⟨S²⟩: 6.012
- 2S+1: 5
- Charge: -2

Last column: Mulliken spin population.
Positions of all 48 atoms, in Å:
Fe  -1.4326  -0.4073  -0.5693  3.83
O  2.7303  1.2880  4.8671  0.00
C  3.1889  0.7654  3.8330  0.00
O  4.3650  0.4664  3.5411  0.00
C  2.1505  0.5040  2.7100  -0.01
C  2.5398  -0.0149  1.4821  0.00
C  1.5978  -0.2226  0.4869  -0.01
N  0.3051  0.0708  0.6548  0.00
C  -0.0827  0.5725  1.8380  0.02
C  0.8020  0.7971  2.8789  0.00
C  -1.5516  0.9668  1.9463  -0.01
O  -1.9302  1.5706  2.9454  0.01
O  -2.2741  0.6664  0.9296  0.05
H  3.5836  -0.2482  1.3222  0.00
H  1.8746  -0.6155  -0.4819  0.00
H  0.4486  1.2191  3.8081  0.00
O  -1.4123  -2.1917  0.5561  0.05
N  -2.1627  -3.2040  0.1914  -0.01
C  -2.2681  -4.2321  1.0613  0.00
C  -3.0168  -5.3430  0.7830  0.00
C  -3.6858  -5.4009  -0.4433  0.00
C  -3.5708  -4.3515  -1.3172  0.00
C  -2.7980  -3.2089  -1.0227  -0.01
S  -2.6138  -1.8952  -2.0893  0.04
H  -1.7096  -4.0763  1.9715  0.00
H  -3.0722  -6.1410  1.5089  0.00
H  -4.2874  -6.2629  -0.7028  0.00
H  -4.0708  -4.3590  -2.2752  0.00
S  -1.9470  1.6890  -2.1322  0.03
C  -0.5541  2.4594  -1.5195  0.00
N  0.5997  2.4136  -2.1858  0.00
C  1.8738  2.7907  -1.5913  0.00
C  1.6574  3.9699  -0.6601  0.00
C  0.5745  3.6188  0.3448  0.00
N  -0.6093  3.1438  -0.3634  0.00
H  0.6260  1.7578  -2.9596  0.00
H  2.5595  3.0418  -2.4004  0.00
H  2.3017  1.9415  -1.0516  0.00
H  1.3578  4.8456  -1.2429  0.00
H  2.5813  4.2068  -0.1319  0.00
H  0.2888  4.4882  0.9375  0.00
H  0.9418  2.8565  1.0359  0.00
H  -1.4591  2.9830  0.1598  0.00
F  0.4996  -0.5744  -2.3408  -0.01
B  1.5183  -0.6037  -3.3383  0.01
F  1.2845  0.4717  -4.2397  0.00
F  1.4968  -1.8103  -4.0229  0.00
F  2.7612  -0.4017  -2.7115  0.00


[6]
C50H43FN3PS2Se2W | wB97M-V/def2-TZVPD

Properties
- HOMO-LUMO gap (alpha / beta): 5.44 / 4.29 eV
- ⟨S²⟩: 2.036
- 2S+1: 3
- Charge: +2

Last column: Mulliken spin population.
Positions of all 103 atoms, in Å:
W  0.0970  -0.1708  -0.1823  1.04
S  6.1204  -1.3990  3.5202  0.00
C  7.0530  -2.6765  2.8931  0.00
C  6.4155  -3.3438  1.8848  0.00
C  5.1519  -2.8151  1.6018  0.00
C  4.8219  -1.7443  2.4085  0.00
C  3.6196  -0.9538  2.4206  -0.01
C  2.7004  -1.0329  1.3825  0.01
N  1.5782  -0.2739  1.2789  0.08
C  1.2767  0.5269  2.3821  0.00
C  2.1498  0.6366  3.5021  0.02
C  1.7482  1.4891  4.5790  0.00
C  0.5709  2.1531  4.5605  0.00
C  -0.3355  2.0359  3.4579  0.00
C  -1.5639  2.6653  3.4012  0.02
C  -2.3989  2.5121  2.2644  -0.01
C  -1.9561  1.6727  1.2460  0.03
N  -0.7628  1.0291  1.2596  0.01
C  0.0604  1.2134  2.3652  -0.01
C  -3.6300  3.2450  2.1641  0.00
C  -4.5738  3.2503  1.1537  0.00
C  -5.5970  4.1769  1.3718  0.00
C  -5.4459  4.8746  2.5433  0.00
S  -4.0576  4.4080  3.4040  0.00
C  3.3354  -0.0747  3.4923  0.01
H  8.0207  -2.8816  3.3049  0.00
H  6.8477  -4.1826  1.3709  0.00
H  4.5062  -3.2237  0.8475  0.00
H  2.8693  -1.7373  0.5762  -0.03
H  2.4214  1.5791  5.4171  0.00
H  0.2790  2.7886  5.3831  0.00
H  -1.9010  3.2726  4.2268  0.00
H  -2.5761  1.4856  0.3694  -0.01
H  -4.5423  2.6134  0.2880  0.00
H  -6.4157  4.3411  0.6972  0.00
H  -6.0832  5.6459  2.9300  0.00
H  4.0224  0.0058  4.3185  0.00
C  1.1902  -2.8994  -1.4341  0.09
C  2.1618  -2.4718  -2.5319  -0.01
C  1.3903  -1.8953  -3.7192  0.00
C  3.2260  -1.5543  -1.9528  0.01
C  4.5122  -2.0740  -1.8790  0.00
C  5.5544  -1.3354  -1.3565  0.00
C  5.3138  -0.0431  -0.9419  0.00
C  4.0492  0.5400  -1.0033  0.00
C  4.0195  2.0025  -0.5851  0.00
C  4.0529  2.9443  -1.7965  0.00
C  2.9253  2.4077  0.4045  0.01
C  2.9753  -0.2468  -1.4755  -0.01
N  1.6229  0.2722  -1.4415  -0.01
C  1.3741  1.2466  -2.4243  0.01
C  2.0132  1.3194  -3.6723  0.00
C  1.6808  2.3143  -4.5742  0.00
C  0.7204  3.2701  -4.2766  0.00
C  0.0847  3.2479  -3.0452  0.00
C  0.4332  2.2485  -2.1742  0.03
F  -0.1517  2.2082  -0.8705  0.02
H  0.4316  -3.5697  -1.8424  -0.02
H  0.6757  -1.9625  -1.0547  -0.15
H  1.6865  -3.3989  -0.5976  0.00
H  2.6732  -3.3709  -2.8940  0.00
H  0.8048  -1.0165  -3.4484  0.00
H  0.7071  -2.6483  -4.1048  0.00
H  2.0696  -1.6232  -4.5234  0.00
H  4.6986  -3.0700  -2.2501  0.00
H  6.5427  -1.7599  -1.2889  0.00
H  6.1337  0.5441  -0.5579  0.00
H  4.9665  2.1653  -0.0604  0.00
H  3.0904  3.0322  -2.2847  0.00
H  4.7751  2.5871  -2.5255  0.00
H  4.3489  3.9370  -1.4687  0.00
H  1.9278  2.0628  0.1059  0.02
H  2.8927  3.4916  0.4885  0.00
H  3.1479  2.0132  1.3931  0.00
H  2.7738  0.5923  -3.9123  0.00
H  2.1853  2.3462  -5.5270  0.00
H  0.4663  4.0313  -4.9929  0.00
H  -0.6573  3.9778  -2.7656  0.00
Se  -0.7723  -1.9802  1.3789  0.11
P  -1.7329  -3.3089  -0.1842  0.39
Se  -1.6182  -0.3113  -1.7360  0.07
C  -1.2500  -4.9915  0.3334  0.08
C  -0.7962  -5.3071  1.6132  0.03
C  -0.4491  -6.6094  1.9163  0.00
C  -0.4999  -7.5934  0.9390  0.03
C  -0.9268  -7.2802  -0.3446  0.00
C  -1.3102  -5.9855  -0.6464  0.06
C  -3.5277  -3.2320  0.1208  0.08
C  -4.0083  -3.7998  1.2999  0.03
C  -5.3728  -3.8279  1.5126  0.01
C  -6.2413  -3.3059  0.5662  0.00
C  -5.7510  -2.7182  -0.5892  0.00
C  -4.3848  -2.6775  -0.8179  -0.01
H  -0.7307  -4.5384  2.3748  0.00
H  -0.1347  -6.8547  2.9196  0.00
H  -0.2000  -8.6022  1.1780  0.00
H  -0.9483  -8.0462  -1.1069  0.00
H  -1.6656  -5.7436  -1.6390  0.01
H  -3.3182  -4.1912  2.0336  0.00
H  -5.7570  -4.2705  2.4207  0.00
H  -7.3067  -3.3562  0.7348  0.00
H  -6.4310  -2.3077  -1.3194  0.00
H  -3.9938  -2.2146  -1.7142  0.01


In the order shown, the computed energy relative to the best compared isomer or geometry (same formula, charge and spin) values come out to 2428.23 479.27 320.30 129.97 0.00 362.25 kJ/mol.